1.
Here is a cluster of 12 separate species, C33H63N3O27 in total from the Open Molecules 2025 dataset. Energies are from the ωB97M-V functional and the def2-TZVPD basis.

Values from the calculation:
energy relative to the best compared isomer or geometry (same formula, charge and spin)	7.90	kcal per mole
LUMO energy	0.39	eV
SMILES string	COC(=O)OC.COC(=O)OC.COC(=O)OC.COC(=O)OC.COC(=O)OC.COC(=O)OC.COC(=O)OC.COC(=O)OC.COC(=O)OC.CC#N.CC#N.CC#N
HOMO energy	-10.214	eV

Cartesian coordinates (Å):
C: 4.09 -3.18 -1.00
O: 5.17 -2.28 -1.28
C: 6.33 -2.77 -1.64
O: 6.73 -3.89 -1.43
O: 6.99 -1.80 -2.32
C: 8.34 -2.08 -2.73
H: 4.54 -3.87 -0.29
H: 3.69 -3.60 -1.93
H: 3.35 -2.61 -0.49
H: 8.35 -3.05 -3.31
H: 9.04 -2.20 -1.93
H: 8.54 -1.22 -3.34
C: 1.12 -6.46 -1.56
O: 0.11 -5.69 -2.24
C: -0.08 -4.44 -1.79
O: 0.67 -3.88 -1.02
O: -1.12 -3.86 -2.34
C: -1.37 -2.54 -1.83
H: 1.07 -7.43 -2.00
H: 0.92 -6.55 -0.49
H: 2.10 -6.03 -1.72
H: -2.15 -2.64 -1.05
H: -1.78 -1.99 -2.67
H: -0.47 -2.09 -1.41
C: 0.57 1.98 -4.83
O: -0.40 3.00 -4.17
C: 0.08 3.80 -3.19
O: -0.42 4.85 -2.88
O: 1.18 3.30 -2.61
C: 1.78 4.21 -1.66
H: 1.57 2.01 -4.37
H: 0.61 2.26 -5.86
H: 0.08 0.98 -4.83
H: 2.42 3.58 -1.06
H: 1.10 4.83 -1.11
H: 2.43 4.95 -2.23
C: 5.33 -2.02 -5.29
O: 4.27 -1.12 -5.88
C: 3.11 -0.90 -5.31
O: 2.33 -0.06 -5.77
O: 2.92 -1.66 -4.23
C: 1.71 -1.25 -3.52
H: 5.78 -1.77 -4.35
H: 6.17 -2.01 -5.99
H: 4.87 -2.98 -5.28
H: 0.85 -1.29 -4.18
H: 1.90 -0.20 -3.22
H: 1.67 -1.85 -2.62
C: -3.10 -1.95 2.57
O: -4.03 -1.57 1.50
C: -4.26 -2.46 0.60
O: -3.74 -3.56 0.53
O: -5.09 -1.95 -0.32
C: -5.31 -2.73 -1.50
H: -3.67 -2.54 3.28
H: -2.88 -1.00 3.02
H: -2.28 -2.53 2.17
H: -4.29 -2.88 -1.91
H: -6.03 -2.12 -2.05
H: -5.73 -3.71 -1.20
C: 2.20 -3.06 2.57
O: 2.39 -1.68 3.03
C: 2.77 -1.47 4.31
O: 3.15 -0.34 4.57
O: 2.70 -2.50 5.10
C: 3.22 -2.26 6.41
H: 1.33 -3.55 2.97
H: 3.16 -3.61 2.73
H: 2.12 -3.03 1.44
H: 3.27 -3.24 6.84
H: 2.65 -1.50 6.97
H: 4.23 -1.87 6.21
C: -2.89 0.02 -4.85
O: -4.01 0.01 -3.96
C: -4.12 0.95 -3.04
O: -3.17 1.67 -2.71
O: -5.34 0.93 -2.54
C: -5.47 1.62 -1.27
H: -1.99 0.16 -4.21
H: -3.02 0.86 -5.53
H: -2.77 -0.92 -5.33
H: -4.97 1.05 -0.50
H: -6.52 1.69 -1.02
H: -5.09 2.61 -1.36
C: -5.30 -0.30 5.39
O: -3.94 0.30 5.23
C: -3.78 1.61 5.47
O: -2.74 2.13 5.37
O: -4.96 2.12 5.79
C: -4.87 3.48 6.25
H: -5.26 -1.32 5.04
H: -5.97 0.27 4.74
H: -5.61 -0.19 6.40
H: -4.27 3.54 7.15
H: -5.88 3.84 6.49
H: -4.45 4.08 5.40
C: -2.19 1.14 0.85
O: -0.87 1.53 1.31
C: 0.13 0.85 0.77
O: -0.01 -0.11 0.08
O: 1.32 1.44 1.03
C: 2.46 0.68 0.69
H: -2.23 0.05 0.70
H: -2.40 1.70 -0.04
H: -2.90 1.34 1.65
H: 3.13 1.44 0.20
H: 2.21 0.03 -0.13
H: 2.82 0.21 1.59
C: -4.32 5.36 0.18
C: -4.55 4.39 1.21
N: -4.72 3.52 1.97
H: -3.65 4.89 -0.55
H: -3.89 6.27 0.58
H: -5.30 5.47 -0.28
C: 3.76 3.37 3.98
C: 3.72 3.66 2.58
N: 3.67 3.90 1.46
H: 3.31 2.39 4.10
H: 3.20 4.01 4.63
H: 4.77 3.21 4.34
C: 0.39 4.67 1.81
C: -0.80 5.52 1.97
N: -1.70 6.21 2.06
H: 0.22 3.92 1.05
H: 0.62 4.03 2.70
H: 1.28 5.32 1.52

=====

2.
Here is a structure of composition C33H63N6O18S2Zn2 from the Open Molecules 2025 dataset. Energies are from the ωB97M-V functional and the def2-TZVPD basis.

Values from the calculation:
energy relative to the best compared isomer or geometry (same formula, charge and spin)	23.81	kcal per mole
charge	+1
LUMO energy	-4.88	eV
HOMO energy	-10.426	eV

Cartesian coordinates (Å):
C: 31.31 8.76 22.43
N: 30.86 10.21 22.72
C: 29.77 10.42 23.48
C: 29.33 11.74 23.67
C: 29.90 12.88 23.09
C: 31.02 12.57 22.32
C: 31.57 11.26 22.17
C: 29.34 14.28 23.30
C: 28.88 14.64 24.58
C: 28.36 15.94 24.82
N: 28.26 16.78 23.83
C: 28.69 16.52 22.56
C: 29.16 15.29 22.28
C: 27.89 18.14 24.05
H: 32.28 8.80 21.93
H: 30.53 8.29 21.82
H: 31.33 8.14 23.33
H: 29.27 9.53 23.84
H: 28.42 11.86 24.24
H: 31.61 13.32 21.81
H: 32.26 11.07 21.36
H: 28.74 13.96 25.41
H: 27.87 16.28 25.72
H: 28.59 17.28 21.80
H: 29.44 15.10 21.26
H: 27.24 18.35 23.20
H: 28.63 18.88 24.35
H: 27.21 18.02 24.90
C: 23.06 10.54 24.25
C: 23.31 11.79 25.11
O: 22.42 12.34 25.78
N: 24.68 12.47 25.03
H: 24.95 13.08 25.79
H: 25.41 11.77 25.01
C: 24.80 13.22 23.69
H: 22.67 10.71 23.25
H: 22.26 9.95 24.70
H: 23.89 9.85 24.08
H: 25.78 13.68 23.82
H: 24.09 14.02 23.52
H: 24.76 12.42 22.95
Zn: 26.74 6.35 24.34
Zn: 26.94 10.60 27.49
C: 26.36 5.05 20.63
C: 26.52 5.51 22.04
O: 26.97 4.80 22.99
O: 26.31 6.69 22.28
H: 26.64 5.80 19.89
H: 25.30 4.81 20.55
H: 27.01 4.19 20.48
C: 30.16 6.56 26.14
C: 28.86 6.35 25.41
O: 28.84 6.82 24.27
O: 27.87 5.79 25.89
H: 30.52 5.67 26.66
H: 29.94 7.41 26.79
H: 31.03 6.83 25.53
S: 26.52 9.61 25.20
O: 27.82 9.79 25.92
O: 26.36 10.50 24.12
O: 26.37 8.17 24.78
O: 25.59 9.89 26.28
S: 26.78 13.15 27.55
O: 25.63 13.80 26.92
O: 27.72 14.11 28.17
O: 26.35 12.10 28.48
O: 27.39 12.30 26.58
O: 28.84 9.87 19.79
C: 27.99 10.19 20.61
N: 27.17 9.45 21.33
C: 27.64 11.65 20.79
H: 27.18 8.45 21.24
H: 26.59 9.81 22.08
H: 28.48 12.20 20.36
H: 27.44 12.03 21.79
H: 26.71 11.88 20.27
C: 30.02 10.84 27.78
O: 28.77 10.38 28.27
C: 28.91 9.68 29.47
C: 27.45 9.52 29.94
N: 26.52 9.02 28.89
C: 26.96 7.73 28.40
C: 27.07 6.65 29.48
O: 25.91 6.71 30.36
C: 25.76 5.67 31.30
H: 29.92 10.64 26.71
H: 30.85 10.17 27.99
H: 30.36 11.83 28.08
H: 29.49 10.24 30.21
H: 29.37 8.72 29.22
H: 27.01 10.49 30.21
H: 27.50 8.93 30.86
H: 25.63 8.79 29.31
H: 27.84 7.69 27.75
H: 26.16 7.30 27.80
H: 27.98 6.73 30.08
H: 27.12 5.75 28.87
H: 24.95 5.90 32.00
H: 26.68 5.63 31.89
H: 25.55 4.76 30.74
C: 22.85 6.56 21.91
O: 23.21 6.02 23.16
C: 23.56 7.10 24.08
C: 24.02 6.41 25.32
N: 25.05 5.40 25.12
C: 25.06 4.65 26.38
C: 23.89 3.57 26.48
O: 23.33 3.15 25.20
C: 22.57 1.98 25.39
H: 23.70 6.90 21.32
H: 22.20 7.43 21.98
H: 22.46 5.71 21.36
H: 22.75 7.78 24.35
H: 24.27 7.74 23.56
H: 23.22 5.93 25.88
H: 24.31 7.20 26.02
H: 24.81 4.64 24.50
H: 25.05 5.26 27.28
H: 25.91 3.97 26.35
H: 23.15 3.98 27.17
H: 24.22 2.64 26.96
H: 21.99 1.75 24.50
H: 21.83 2.09 26.19
H: 23.18 1.08 25.43